Record 1
8
Properties=species:S:1:pos:R:3 method="wB97M-V/def2-TZVPD" spin_multiplicity=1 e_homo_ha="-0.329 / -0.324" lumo_energy_ev="-1.58 / -1.48" gap_ha="0.271 / 0.270" total_charge=0 mol_weight_da=298.8 relative_energy_kcal_mol=56.3
C 1.32530 0.68409 -0.51222
N -2.25468 -1.91974 0.73371
O 0.86520 0.35898 0.76956
I -0.86484 -0.86182 1.66492
I -3.76269 -1.07558 -0.24153
H 2.00278 -0.05491 -1.02203
H 2.07020 1.66254 -0.22047
H 0.61873 1.20644 -1.17194


Record 2
12
Properties=species:S:1:pos:R:3 method="wB97M-V/def2-TZVPD" spin_multiplicity=1 e_homo_ha=-0.343 smiles=CO.CO lumo_energy_ev=0.67 gap_ha=0.368 total_charge=0 mol_weight_da=64.1 relative_energy_kcal_mol=31.7
C 20.60092 -11.94094 -6.79470
O 20.09152 -10.98096 -7.63779
H 21.62107 -12.27186 -6.98931
H 20.60596 -11.60515 -5.75772
H 20.03155 -12.86625 -6.88258
H 20.64497 -10.22689 -7.42176
C 17.64214 -11.17383 -9.25328
O 18.58898 -10.11154 -9.33414
H 17.33659 -11.60633 -10.20601
H 18.10154 -11.91308 -8.59710
H 16.83497 -10.65474 -8.73644
H 19.14714 -10.06078 -8.55473


Record 3
91
Properties=species:S:1:pos:R:3 method="wB97M-V/def2-TZVPD" spin_multiplicity=3 e_homo_ha="-0.260 / -0.279" lumo_energy_ev="0.58 / 0.04" gap_ha="0.281 / 0.280" total_charge=0 mol_weight_da=658.6 relative_energy_kcal_mol=15.8
Ti -0.54684 0.85722 0.02266
C -3.16313 2.84760 1.40565
C -3.48809 4.00913 0.47007
N -2.69017 3.97420 -0.74191
C -2.23402 5.25901 -1.24269
C -1.01314 5.83775 -0.44644
N -0.46045 4.97117 0.57931
C -0.98731 5.14828 1.92046
C -1.26360 3.81112 2.62821
N -1.73958 2.73077 1.75395
H -3.44056 1.91519 0.91720
H -3.78444 2.94330 2.30963
H -3.32008 4.96257 0.96531
H -4.56823 3.97305 0.26979
H -3.13991 3.44097 -1.47067
H -3.04054 6.00764 -1.26168
H -1.92481 5.10433 -2.27684
H -1.29326 6.78841 0.01273
H -0.22891 6.07211 -1.17016
H -0.59678 4.01286 0.28484
H -1.89442 5.76247 1.91834
H -0.27138 5.69665 2.54428
H -1.97933 3.99840 3.44160
H -0.34856 3.46533 3.10188
H -1.62830 1.85446 2.25554
C 4.48794 -0.00095 -0.97468
O 3.52986 -0.93546 -1.44520
C 3.85627 -2.24606 -1.43608
C 5.14018 -2.74397 -1.28224
C 5.35836 -4.11819 -1.31689
C 4.30264 -4.99550 -1.48877
C 3.00931 -4.49914 -1.60372
C 2.77403 -3.13608 -1.58028
N 1.47210 -2.59949 -1.70686
C 0.94156 -1.71399 -0.80315
N 1.52684 -1.76059 0.41126
C 1.76712 -0.73233 1.34583
C 1.08759 0.47772 1.38165
C 1.53842 1.42065 2.31236
C 2.56730 1.16066 3.20144
C 3.20296 -0.07576 3.18300
C 2.80816 -1.01351 2.24975
O 3.39337 -2.24984 2.09877
C 4.51198 -2.55048 2.90701
N -0.04661 -0.91494 -1.10750
C -0.64524 -1.04412 -2.39065
C -0.52248 -0.04888 -3.35058
C -1.19529 -0.13250 -4.56338
C -2.00140 -1.22085 -4.83388
C -2.12631 -2.24357 -3.89991
C -1.44846 -2.16162 -2.69363
O -1.48289 -3.13748 -1.73832
C -2.43092 -4.17687 -1.88954
H 3.97543 0.95624 -0.93788
H 5.34572 0.06865 -1.64818
H 4.82870 -0.26724 0.02938
H 5.97617 -2.07148 -1.15193
H 6.36669 -4.49569 -1.20898
H 4.47735 -6.06251 -1.51441
H 2.16300 -5.16851 -1.70145
H 0.88054 -2.93255 -2.44716
H 2.18436 -2.52125 0.51067
H 1.09484 2.40637 2.32201
H 2.88749 1.91591 3.90926
H 4.00285 -0.28218 3.87999
H 4.85081 -3.53808 2.60504
H 4.24201 -2.56652 3.96584
H 5.31703 -1.82687 2.75212
H 0.11476 0.79507 -3.13244
H -1.08426 0.65680 -5.29503
H -2.53608 -1.28923 -5.77205
H -2.75030 -3.09722 -4.12242
H -2.38983 -4.75860 -0.97235
H -2.18639 -4.82120 -2.73862
H -3.44003 -3.77855 -2.01767
O -0.34368 2.42659 -1.28808
O 0.85263 1.89404 -1.14049
C -1.77946 -2.28185 1.47424
C -2.72521 -1.09588 1.29434
C -3.79473 -1.40677 0.24883
C -3.39424 -0.76723 2.63216
O -2.00597 0.03479 0.87450
H -2.31476 -3.15467 1.85506
H -0.99255 -2.01371 2.18253
H -1.31921 -2.53664 0.52017
H -4.38092 -2.28574 0.52708
H -3.31680 -1.58170 -0.71377
H -4.47098 -0.55515 0.14757
H -3.94740 -1.62696 3.01508
H -4.08653 0.06856 2.51661
H -2.63159 -0.48989 3.36354


Record 4
64
Properties=species:S:1:pos:R:3 method="wB97M-V/def2-TZVPD" spin_multiplicity=2 e_homo_ha="-0.613 / -0.612" lumo_energy_ev="-11.47 / -14.60" gap_ha="0.191 / 0.076" total_charge=+3 mol_weight_da=760.5 relative_energy_kcal_mol=0.0
Mg 3.99739 -0.47259 -0.83590
Mg 2.94892 -1.79188 2.14190
C 6.07199 0.97342 2.31721
C 5.35410 0.28370 1.11822
O 4.36394 -0.47425 1.27594
O 5.77033 0.33051 -0.04749
H 7.04222 1.37771 2.02859
H 6.12968 0.21312 3.09612
H 5.48808 1.81985 2.67875
C -0.04612 -0.22001 -0.50481
C 1.35275 -0.39075 -0.07765
O 2.21249 0.23656 -0.70473
O 1.61017 -0.85512 1.03334
H -0.66121 -0.27073 0.39363
H -0.44353 -1.00071 -1.15340
H -0.33197 0.69037 -1.03167
Cl 4.55904 4.82491 1.29945
C 3.14016 3.74756 1.13926
C 2.69671 3.57603 -0.33560
Cl 3.87730 2.69473 -1.34551
H 2.33870 4.10759 1.78434
H 3.44471 2.75637 1.47529
H 2.48293 4.55293 -0.76925
H 1.73489 3.07772 -0.45674
Cl -4.28222 -1.69109 1.12449
C -4.72559 0.06759 1.32681
C -3.53929 0.91460 1.74806
Cl -3.37665 0.48714 3.45154
H -5.63003 0.18519 1.92368
H -4.85630 0.34214 0.28009
H -3.66640 1.99461 1.67376
H -2.59839 0.68112 1.24976
Cl 2.26090 -2.66447 -4.20205
C 0.73000 -1.82626 -3.79363
C -0.27160 -2.05660 -4.96992
Cl -0.85206 -3.76874 -5.04264
H 1.09643 -0.81107 -3.64121
H 0.35224 -2.13388 -2.81855
H 0.25329 -1.74405 -5.87265
H -1.14407 -1.40636 -4.90607
Cl -0.23220 -4.05216 -0.87662
C -1.99689 -3.93192 -0.37520
C -2.26190 -4.80045 0.88418
Cl -2.01620 -6.53226 0.45270
H -2.59764 -4.23251 -1.23362
H -2.20513 -2.87536 -0.20659
H -3.27623 -4.62047 1.24034
H -1.58422 -4.50831 1.68636
Cl 2.49757 1.09946 3.42427
C 1.01485 1.68088 4.28085
C -0.32637 1.46881 3.56337
Cl -0.40441 2.35713 2.01810
H 1.08646 2.73512 4.54837
H 1.00975 1.17109 5.24427
H -1.12070 1.84878 4.20583
H -0.70407 0.48602 3.28130
Cl -3.24358 2.27039 -1.72936
C -4.42815 1.40256 -2.76545
C -3.70766 0.21060 -3.48654
Cl -2.91701 -0.85347 -2.24961
H -4.76313 2.15169 -3.48286
H -5.24233 0.98286 -2.17462
H -2.97830 0.48579 -4.24839
H -4.48648 -0.30120 -4.05188


Record 5
46
Properties=species:S:1:pos:R:3 method="wB97M-V/def2-TZVPD" spin_multiplicity=1 e_homo_ha=-0.285 smiles="CCNC(=S)N[C@@H]1C[C@H]2CC[C@@H](C1)N2Cc1ccccc1" lumo_energy_ev=0.66 gap_ha=0.309 total_charge=0 mol_weight_da=303.5 relative_energy_kcal_mol=0.0
C 0.15220 -3.27372 -1.52522
C 1.62433 -2.87101 -1.60483
N 2.22078 -2.68774 -0.30087
C 2.56287 -1.51538 0.28391
S 3.59689 -1.54252 1.58027
N 2.05977 -0.37841 -0.23198
C 2.34697 0.93047 0.31816
C 1.48217 1.24949 1.54848
C 0.07931 1.71550 1.12405
C -0.03940 3.25997 1.04402
C 0.18080 3.57762 -0.44010
C 0.61123 2.21398 -1.01623
C 2.11922 1.96551 -0.78461
N -0.13252 1.22922 -0.23792
C -1.52108 1.06936 -0.61436
C -2.18086 -0.10556 0.06678
C -1.46214 -1.06101 0.77236
C -2.10963 -2.12984 1.37008
C -3.48219 -2.26212 1.26512
C -4.20742 -1.31505 0.56107
C -3.56113 -0.24565 -0.02989
H -0.23616 -3.45270 -2.52440
H -0.44281 -2.49590 -1.05365
H 0.04391 -4.18536 -0.94314
H 1.73246 -1.94613 -2.17741
H 2.18326 -3.65376 -2.12783
H 2.62751 -3.49802 0.14092
H 1.19468 -0.41270 -0.75512
H 3.39973 0.91384 0.61830
H 1.97562 2.01495 2.14618
H 1.42154 0.34950 2.16159
H -0.67325 1.30182 1.79791
H 0.70066 3.74327 1.67838
H -1.02521 3.58361 1.37765
H 0.93224 4.34691 -0.60357
H -0.74417 3.90817 -0.91483
H 0.36956 2.12486 -2.07863
H 2.61004 2.89489 -0.49874
H 2.59256 1.60914 -1.70057
H -1.55138 0.89781 -1.69829
H -2.12625 1.96956 -0.41335
H -0.39241 -0.96649 0.86936
H -1.53370 -2.86024 1.91906
H -3.98614 -3.09565 1.73114
H -5.28017 -1.40795 0.47551
H -4.13229 0.49346 -0.57480